{"formula": "C23H31Br2N4O4P2S", "method": "ωB97M-V with the def2-TZVPD basis set", "symbols": ["C", "C", "C", "O", "C", "C", "P", "N", "N", "C", "N", "C", "S", "C", "C", "C", "C", "N", "C", "C", "C", "C", "C", "C", "C", "C", "C", "C", "P", "O", "O", "O", "H", "H", "H", "H", "H", "H", "H", "H", "H", "H", "H", "H", "H", "H", "H", "H", "H", "H", "H", "H", "H", "H", "H", "H", "H", "H", "H", "Br", "C", "C", "Br", "H", "H", "H", "H"], "positions_angstrom": [[-1.37, 4.51, -3.09], [-0.98, 3.03, -2.96], [0.36, 2.78, -2.26], [0.25, 2.71, -0.84], [-0.22, 1.49, -0.32], [-1.34, 1.86, 0.62], [-2.62, 3.18, 0.41], [-3.67, 2.82, -0.67], [-1.30, 1.13, 1.66], [-0.24, 0.09, 1.61], [0.40, -0.23, 2.88], [0.13, 0.42, 3.87], [-0.28, 1.14, 5.17], [-1.00, -1.19, 1.18], [-1.61, -1.95, 2.18], [-2.32, -3.06, 1.82], [-2.41, -3.40, 0.47], [-1.83, -2.70, -0.50], [-1.16, -1.62, -0.13], [0.78, 0.72, 0.60], [1.63, -0.25, -0.26], [3.12, -0.30, 0.03], [3.57, -1.07, 1.10], [4.93, -1.16, 1.37], [5.86, -0.49, 0.59], [5.41, 0.28, -0.49], [6.42, 0.99, -1.36], [4.04, 0.37, -0.75], [1.80, 2.03, 1.44], [2.68, 1.48, 2.47], [0.75, 3.08, 2.07], [2.58, 2.85, 0.35], [-2.29, 4.70, -2.55], [-1.52, 4.75, -4.14], [-0.56, 5.14, -2.72], [-1.75, 2.46, -2.44], [-0.90, 2.57, -3.94], [1.03, 3.61, -2.47], [0.84, 1.89, -2.67], [-0.61, 0.92, -1.17], [-1.84, 4.32, 0.14], [-3.08, 3.38, 1.73], [-4.59, 2.78, -0.25], [-1.99, 1.24, 2.41], [-1.54, -1.66, 3.22], [-2.82, -3.66, 2.56], [-2.97, -4.28, 0.19], [-0.70, -1.05, -0.92], [1.26, -1.27, -0.19], [1.53, 0.07, -1.29], [2.89, -1.62, 1.73], [5.25, -1.76, 2.21], [6.92, -0.57, 0.79], [6.34, 0.58, -2.37], [6.24, 2.06, -1.41], [7.42, 0.77, -1.03], [3.72, 0.97, -1.59], [0.75, 3.87, 1.50], [3.53, 2.81, 0.55], [-4.93, -5.70, 1.49], [-5.70, -6.84, 0.11], [-5.05, -6.61, -1.22], [-5.64, -4.94, -2.03], [-6.77, -6.63, 0.10], [-5.53, -7.86, 0.45], [-5.33, -7.39, -1.92], [-3.97, -6.56, -1.15]], "nbo_charge": [-0.62, -0.45, -0.06, -0.56, 0.01, 0.18, 1.30, -1.24, -0.46, 0.35, -0.51, 0.21, 0.18, -0.14, -0.15, -0.24, 0.07, -0.39, 0.04, -0.41, -0.43, -0.06, -0.14, -0.19, -0.21, 0.01, -0.63, -0.24, 2.39, -1.07, -1.00, -0.99, 0.22, 0.23, 0.20, 0.22, 0.23, 0.21, 0.18, 0.26, -0.03, -0.03, 0.40, 0.45, 0.23, 0.24, 0.22, 0.18, 0.25, 0.22, 0.20, 0.22, 0.22, 0.22, 0.22, 0.22, 0.21, 0.52, 0.54, -0.03, -0.44, -0.45, -0.01, 0.24, 0.24, 0.24, 0.23], "gap_ev": 6.59, "e_homo_ev": -11.2, "charge": 1, "energy_ev": -207995.90675}